(1)
The following is a DFT calculation (ωB97M-V with the def2-TZVPD basis set) of 12 unconnected molecules or ions with the total composition C34H74N10O10 at a distorted geometry.

Its LUMO energy is -0.07 eV. As for the SMILES: CN(C)C=O.CN(C)C=O.CN(C)C=O.CN(C)C=O.CN(C)C=O.CN(C)C=O.CN(C)C=O.CN(C)C=O.CC(C)=O.CC(C)=O.CC#N.CC#N. The multiplicity is 1. The molar mass is 783.0 g/mol. Its frontier orbital gap is 9.00 eV. The total energy comes out at -2639.69148 Eh.

Element x y z (Å)
C  -4.99  21.01  17.49
N  -5.66  19.81  18.01
C  -6.37  18.95  16.93
C  -5.63  19.44  19.28
O  -5.10  20.06  20.22
H  -5.28  21.93  18.00
H  -5.34  21.13  16.46
H  -3.92  20.93  17.65
H  -5.72  18.41  16.24
H  -7.08  18.27  17.39
H  -7.02  19.51  16.26
H  -6.15  18.47  19.31
C  -7.51  5.54  18.01
N  -7.16  6.82  18.64
C  -6.87  6.76  20.08
C  -7.16  7.98  17.97
O  -6.81  9.09  18.44
H  -7.13  4.62  18.45
H  -7.26  5.55  16.95
H  -8.59  5.44  18.11
H  -6.27  5.86  20.24
H  -6.37  7.66  20.43
H  -7.81  6.71  20.64
H  -7.43  7.84  16.91
C  1.46  5.83  5.33
N  0.95  6.35  6.64
C  1.25  5.50  7.81
C  0.47  7.62  6.72
O  0.19  8.15  7.81
H  1.02  4.84  5.20
H  2.53  5.63  5.36
H  1.28  6.43  4.44
H  1.93  4.69  7.54
H  1.47  6.08  8.71
H  0.26  5.10  8.04
H  0.38  8.17  5.77
C  0.38  15.09  7.04
N  0.87  16.45  7.17
C  1.02  17.31  5.98
C  1.34  16.75  8.40
O  1.82  17.85  8.64
H  -0.54  15.26  6.49
H  0.03  14.53  7.90
H  1.01  14.49  6.38
H  0.09  17.30  5.42
H  1.39  18.32  6.17
H  1.78  16.84  5.35
H  1.24  15.91  9.11
C  -1.28  4.37  14.41
N  -0.28  4.51  15.48
C  -0.73  4.62  16.91
C  1.04  4.32  15.24
O  1.52  4.16  14.11
H  -0.80  4.10  13.47
H  -1.78  5.32  14.20
H  -2.06  3.63  14.61
H  -1.27  3.70  17.14
H  0.04  4.78  17.67
H  -1.46  5.41  17.06
H  1.62  4.39  16.17
C  -5.57  10.14  9.18
N  -6.23  11.46  9.10
C  -5.60  12.73  8.75
C  -7.56  11.53  9.28
O  -8.30  10.55  9.50
H  -6.26  9.30  9.24
H  -4.81  10.10  9.96
H  -5.07  10.04  8.21
H  -5.01  13.03  9.62
H  -5.00  12.56  7.86
H  -6.24  13.59  8.53
H  -7.96  12.55  9.16
C  6.47  10.33  12.14
N  5.09  10.27  11.68
C  4.39  8.99  11.79
C  4.51  11.13  10.78
O  5.08  12.10  10.27
H  7.09  9.62  11.58
H  6.47  10.17  13.21
H  6.95  11.29  11.95
H  4.68  8.44  12.69
H  3.31  9.05  11.94
H  4.70  8.30  11.01
H  3.48  10.82  10.55
C  -3.11  20.40  12.03
N  -4.43  20.49  11.37
C  -4.69  19.30  10.50
C  -5.09  21.65  11.29
O  -6.07  21.72  10.55
H  -2.29  20.65  11.36
H  -2.90  19.43  12.48
H  -3.08  21.12  12.85
H  -4.83  18.49  11.22
H  -5.58  19.39  9.88
H  -3.74  19.14  10.00
H  -4.69  22.50  11.87
C  -1.18  15.04  23.04
C  -0.63  14.31  21.90
C  -1.65  13.63  21.07
O  0.56  14.22  21.77
H  -1.90  14.37  23.51
H  -1.68  15.94  22.67
H  -0.40  15.34  23.73
H  -2.38  14.34  20.68
H  -2.21  12.87  21.61
H  -1.13  13.01  20.33
C  -4.00  12.47  14.02
C  -2.61  11.96  13.65
C  -2.31  10.51  13.99
O  -1.78  12.66  13.04
H  -4.75  11.71  13.78
H  -4.24  13.41  13.52
H  -4.02  12.53  15.10
H  -3.12  10.01  14.51
H  -1.48  10.54  14.70
H  -2.01  9.97  13.09
C  3.14  13.05  15.88
C  3.05  11.70  16.38
N  3.04  10.63  16.73
H  2.88  13.72  16.70
H  2.50  13.19  15.00
H  4.17  13.24  15.57
C  -10.71  12.90  14.68
C  -10.28  14.14  14.10
N  -9.91  15.10  13.56
H  -11.78  12.81  14.88
H  -10.16  12.84  15.62
H  -10.45  12.09  14.00


(2)
The following is a DFT calculation (ωB97M-V with the def2-TZVPD basis set) of 2 unconnected molecules or ions with the total composition C6H13ClF2N5O at a distorted geometry.

Its LUMO energy (spin up / spin down) is -4.16 / -4.98 eV. The multiplicity is 1. Its energy above the lowest of the compared OMol25 structures with the same formula, charge and spin is 82.3 kcal per mole. The charge is +1. The molar mass is 244.7 g/mol. Its frontier orbital gap (spin up / spin down) is 8.49 / 7.95 eV. The total energy comes out at -1244.79514 Eh.

Element x y z (Å)
C  1.68  0.69  0.49
C  -0.35  1.86  0.74
C  -0.37  -0.44  -0.04
C  -1.85  3.44  -0.54
C  -0.41  -3.48  1.26
C  1.77  -1.80  -1.73
N  1.07  -0.36  -0.02
N  -1.03  0.57  0.75
N  1.05  1.72  1.03
N  -0.72  2.43  -0.51
N  -1.00  -2.75  0.18
O  1.73  -1.52  -0.39
F  -0.81  -0.40  -1.37
F  -1.12  -0.05  2.06
Cl  3.41  0.83  0.50
H  -0.76  2.56  1.55
H  -1.55  4.42  -1.13
H  -2.76  2.99  -0.88
H  -1.91  3.70  0.49
H  -0.90  -3.39  2.23
H  -0.67  -4.44  0.85
H  0.63  -3.38  1.36
H  0.80  -2.02  -2.24
H  2.58  -2.50  -1.84
H  2.15  -0.99  -2.42
H  1.57  2.58  0.85
H  -0.20  2.36  -1.38
H  -2.03  -2.63  0.16


(3)
The following is a DFT calculation (ωB97M-V with the def2-TZVPD basis set) of a gas-phase ion, C17H17Cl4O5 (charge -1) at a distorted geometry.

Its LUMO energy is 2.71 eV. As for the SMILES: CCOC(=O)[C@@]1(C2([O-])C(Cl)=C(Cl)C(=O)C(Cl)=C2Cl)CCCCCCC1=O. The multiplicity is 1. Its energy above the lowest of the compared OMol25 structures with the same formula, charge and spin is 25.7 kcal per mole. The charge is -1. The molar mass is 443.1 g/mol. Its frontier orbital gap is 7.62 eV. The total energy comes out at -2874.94745 Eh.

Element x y z (Å)
C  -1.25  0.86  -4.05
C  -0.81  0.32  -2.72
O  -1.16  1.39  -1.78
C  -1.04  1.21  -0.42
O  -1.05  0.11  0.08
C  -0.90  2.60  0.26
C  0.54  2.70  0.54
O  1.17  3.83  0.69
C  0.84  1.88  1.93
Cl  0.67  2.74  3.37
C  1.34  0.64  1.97
Cl  1.31  -0.27  3.42
C  1.90  -0.08  0.79
O  2.19  -1.27  0.83
C  2.01  0.75  -0.44
Cl  2.85  0.00  -1.74
C  1.39  1.93  -0.61
Cl  1.55  2.81  -2.03
C  -1.75  3.62  -0.62
C  -1.07  4.77  -1.28
C  -0.44  5.75  -0.31
C  -1.32  6.07  0.91
C  -1.13  5.11  2.09
C  -2.06  3.93  2.27
C  -1.72  2.56  1.58
O  -2.17  1.54  2.05
H  -0.97  0.17  -4.85
H  -2.34  0.97  -4.07
H  -0.79  1.83  -4.25
H  -1.34  -0.60  -2.42
H  0.27  0.16  -2.69
H  -2.24  3.01  -1.38
H  -2.56  4.01  -0.01
H  -1.84  5.29  -1.86
H  -0.30  4.40  -1.97
H  -0.21  6.68  -0.86
H  0.51  5.29  0.04
H  -2.38  6.15  0.62
H  -1.00  7.05  1.27
H  -1.22  5.71  3.01
H  -0.10  4.75  2.06
H  -3.09  4.19  1.98
H  -2.09  3.68  3.34


(4)
The following is a DFT calculation (ωB97M-V with the def2-TZVPD basis set) of a molecular structure, C25H36AgAsBr2O8SSi at a distorted geometry.

Its LUMO energy is 3.78 eV. The multiplicity is 1. Its energy above the lowest of the compared OMol25 structures with the same formula, charge and spin is 0.0 kcal per mole. The charge is -2. The molar mass is 867.3 g/mol. Its frontier orbital gap is 5.38 eV. The total energy comes out at -9794.72462 Eh.

Element x y z (Å)
Ag  0.72  -1.25  -2.26
O  0.73  -4.03  -3.44
As  0.34  -4.33  -1.79
O  -1.49  -3.30  -1.55
O  1.22  -3.14  -1.01
C  -2.44  -3.42  -2.40
C  -3.28  -4.55  -2.56
C  -4.43  -4.50  -3.27
C  -4.89  -3.32  -3.87
C  -4.17  -2.14  -3.68
C  -2.94  -2.26  -3.10
S  -2.03  -0.69  -3.04
O  -1.52  -0.46  -1.72
O  -3.05  0.25  -3.47
O  -0.85  -0.92  -3.93
H  1.63  -3.53  -3.68
H  -2.92  -5.48  -2.14
H  -5.00  -5.43  -3.44
H  -5.84  -3.36  -4.48
H  -4.57  -1.14  -4.00
C  -2.25  2.61  0.65
C  -0.97  2.96  1.47
C  -1.30  4.29  2.24
C  0.13  3.35  0.43
Si  -0.55  1.47  2.60
Br  0.63  0.05  1.29
C  0.73  1.77  3.98
C  1.77  2.68  3.32
C  1.47  0.42  4.39
C  0.20  2.48  5.25
C  -2.10  0.41  3.06
C  -2.72  -0.36  1.84
C  -3.21  1.23  3.70
C  -1.61  -0.69  4.09
H  -2.59  3.47  0.06
H  -3.13  2.33  1.19
H  -2.06  1.81  -0.07
H  -1.75  4.98  1.52
H  -0.47  4.84  2.67
H  -1.95  4.21  3.07
H  -0.28  4.27  -0.03
H  0.23  2.61  -0.36
H  1.12  3.51  0.93
H  2.21  2.31  2.33
H  2.65  2.81  3.98
H  1.50  3.76  3.29
H  2.07  0.01  3.53
H  0.79  -0.34  4.82
H  2.15  0.72  5.24
H  -0.34  3.38  4.94
H  0.95  2.85  5.92
H  -0.47  1.84  5.84
H  -3.26  0.23  1.11
H  -3.47  -1.06  2.17
H  -2.00  -0.99  1.27
H  -3.67  2.08  3.13
H  -2.85  1.77  4.57
H  -4.03  0.65  4.09
H  -0.90  -1.40  3.68
H  -2.47  -1.23  4.45
H  -1.21  -0.26  4.97
Br  4.96  -0.02  -1.39
C  5.39  -0.35  -3.25
C  6.50  0.29  -3.75
C  7.20  -0.27  -4.80
C  6.68  -1.39  -5.40
C  5.51  -2.01  -4.97
C  4.78  -1.39  -3.97
C  3.46  -1.94  -3.54
O  3.10  -3.04  -4.03
O  2.80  -1.27  -2.65
H  6.85  1.18  -3.23
H  8.16  0.16  -5.11
H  7.21  -1.85  -6.23
H  5.21  -2.91  -5.47


(5)
The following is a DFT calculation (ωB97M-V with the def2-TZVPD basis set) of a single C3H3FN2 molecule at a distorted geometry.

Its LUMO energy is 0.04 eV. The multiplicity is 1. Its energy above the lowest of the compared OMol25 structures with the same formula, charge and spin is 153.7 kcal per mole. The molar mass is 86.1 g/mol. Its frontier orbital gap is 9.05 eV. The total energy comes out at -325.24667 Eh.

Element x y z (Å)
C  -0.87  -0.77  0.31
C  -2.03  -0.42  -0.12
C  -0.10  1.10  -0.60
N  0.17  0.11  0.18
N  -3.15  -0.19  -0.56
F  -4.03  0.22  0.38
H  -0.60  -1.54  1.03
H  0.81  1.80  -0.57
H  1.07  -0.27  0.55


(6)
The following is a DFT calculation (ωB97M-V with the def2-TZVPD basis set) of a single C5H8N2S molecule at a distorted geometry.

Its LUMO energy (spin up / spin down) is -1.04 / -0.39 eV. The multiplicity is 1. Its energy above the lowest of the compared OMol25 structures with the same formula, charge and spin is 89.2 kcal per mole. The molar mass is 128.2 g/mol. Its frontier orbital gap (spin up / spin down) is 8.22 / 7.67 eV. The total energy comes out at -702.88788 Eh.

Element x y z (Å)
C  2.66  -0.61  0.19
C  -1.18  0.19  -1.01
C  0.31  0.65  -1.21
C  2.08  0.40  0.91
C  -1.67  -0.65  1.16
N  3.16  -1.44  -0.45
N  -1.28  -0.91  -0.17
S  0.96  1.49  0.24
H  -1.77  1.07  -0.70
H  -1.49  -0.12  -2.02
H  0.93  -0.21  -1.43
H  0.34  1.36  -2.03
H  2.36  0.59  1.93
H  -1.63  0.42  1.44
H  -2.71  -0.98  1.30
H  -1.06  -1.25  1.84